1.
The following is a DFT calculation (wB97M-V/def2-TZVPD) of an isolated molecule of C19H32N4OS.

As for the total energy: -1435.60374 a.u. For the energy above the lowest of the compared OMol25 structures with the same formula, charge and spin, the calculation gives 17.5 kcal/mol. The SMILES is CC(C)=CCN1CCN(Cc2cnc(N3CCCC3)s2)C[C@@H]1CCO. Its LUMO energy is 0.57 eV. The HOMO-LUMO gap is 0.302 Ha. Its net charge is 0.

Geometry as XYZ:
```
57
Properties=species:S:1:pos:R:3:forces:R:3
C -4.621 -3.262 -0.062 0.17 0.02 0.05
C -4.048 -2.067 0.643 -0.12 -0.10 -0.08
C -2.740 -1.936 0.834 0.19 -0.06 0.06
C -2.055 -0.781 1.516 0.00 0.09 0.02
N -2.449 0.495 0.934 0.15 -0.10 0.09
C -2.013 1.662 1.673 0.21 0.16 0.08
H -2.176 1.488 2.739 -0.05 0.02 -0.01
C -0.549 2.039 1.423 -0.26 -0.07 0.12
N -0.368 2.248 0.000 -0.10 0.01 -0.05
C -0.663 1.024 -0.718 -0.20 -0.21 0.08
H -0.501 1.193 -1.786 0.02 -0.05 -0.07
C -2.127 0.621 -0.480 -0.09 0.19 -0.28
C -3.091 1.616 -1.150 0.01 -0.24 -0.37
H -3.967 1.740 -0.512 -0.03 0.07 0.01
H -2.599 2.582 -1.260 -0.02 0.10 0.01
C -3.566 1.115 -2.513 0.29 0.45 0.12
O -4.490 0.057 -2.406 -0.25 -0.44 0.15
H -4.161 -0.562 -1.743 -0.03 -0.03 -0.05
H -4.091 1.909 -3.050 0.12 -0.04 0.00
H -2.702 0.802 -3.120 -0.05 0.10 -0.01
H -2.272 -0.373 -0.921 0.03 0.12 0.00
H -0.004 0.194 -0.403 0.00 0.08 -0.07
C 0.919 2.833 -0.349 -0.08 0.01 0.02
C 2.112 2.001 -0.004 0.16 -0.09 -0.01
C 2.808 1.959 1.158 -0.34 0.15 -0.57
N 3.824 1.062 1.241 0.61 -0.27 0.60
C 3.939 0.382 0.149 -0.65 0.13 -0.67
N 4.834 -0.588 -0.065 0.32 -0.24 -0.09
C 5.025 -1.229 -1.346 -0.13 -0.04 -0.35
C 6.193 -2.181 -1.102 0.02 0.09 -0.01
H 6.767 -2.369 -2.006 -0.03 -0.06 -0.04
H 5.825 -3.133 -0.717 -0.01 -0.04 -0.02
C 7.002 -1.461 -0.022 -0.15 -0.04 0.02
H 7.661 -2.130 0.527 0.06 0.02 0.02
C 5.914 -0.859 0.863 0.19 0.00 0.40
H 6.213 0.061 1.369 -0.01 -0.09 0.01
H 5.577 -1.575 1.623 0.09 0.08 0.04
H 7.601 -0.668 -0.472 0.04 0.03 0.01
H 4.112 -1.745 -1.658 0.06 -0.01 -0.05
H 5.269 -0.482 -2.115 -0.01 -0.05 -0.01
S 2.766 0.807 -1.109 0.27 0.16 0.65
H 2.621 2.593 2.007 -0.12 0.19 0.12
H 0.904 3.031 -1.425 0.00 0.13 0.07
H 0.992 3.789 0.179 0.04 -0.03 -0.12
H -0.318 2.970 1.947 0.02 -0.01 0.05
H 0.119 1.251 1.814 0.00 0.09 -0.02
H -2.638 2.502 1.358 0.03 0.07 0.09
H -0.966 -0.947 1.483 -0.07 -0.02 0.10
H -2.349 -0.753 2.572 0.11 0.02 -0.01
H -2.080 -2.718 0.480 -0.02 -0.17 -0.07
C -5.065 -1.064 1.094 0.13 0.00 0.18
H -5.719 -1.514 1.840 -0.14 -0.07 0.03
H -4.587 -0.186 1.514 -0.09 0.08 0.01
H -5.687 -0.758 0.254 -0.11 0.08 -0.06
H -3.845 -3.968 -0.347 0.03 -0.07 -0.04
H -5.335 -3.771 0.585 -0.11 -0.07 0.01
H -5.157 -2.950 -0.958 -0.10 -0.03 -0.08
```
Positions in Å, forces in eV/Å.

Löwdin atomic charge list, values in e, 4 entries:
1. C -0.062
2. C -0.360
3. C -0.071
4. C -0.182


2.
The following is a DFT calculation (wB97M-V/def2-TZVPD) of an isolated molecule of C5H6N2O.

Its multiplicity is 3. As for the total energy: -378.65482 a.u. For the energy above the lowest of the compared OMol25 structures with the same formula, charge and spin, the calculation gives 32.8 kcal/mol. The expectation value of S² is 2.0146. Its LUMO energy (alpha / beta) is 0.61 / -2.14 eV. The HOMO-LUMO gap (alpha / beta) is 0.211 / 0.293 Ha. Its net charge is 0.

Geometry as XYZ:
```
14
Properties=species:S:1:pos:R:3:forces:R:3
C 1.392 -1.577 0.166 -1.11 0.22 -0.53
C 2.006 -0.327 0.195 0.32 -0.13 0.14
C -0.208 -0.112 -0.006 -1.10 0.08 0.11
C -2.598 -0.032 0.159 -4.95 -4.78 -0.09
C -1.422 0.483 0.044 6.88 5.00 -1.22
N 0.085 -1.444 -0.016 0.46 -2.94 0.54
N 1.006 0.557 0.058 0.05 2.01 -0.21
O 0.999 1.934 0.005 1.02 -0.29 -0.59
H 1.953 -2.499 0.190 -0.37 -0.20 0.06
H 3.031 -0.152 0.323 0.99 0.76 0.10
H -3.402 0.608 -0.107 -1.07 -0.18 0.10
H -2.601 -1.158 0.119 -0.82 1.30 0.28
H -1.328 1.579 -0.179 -0.18 -0.88 0.72
H 1.085 2.141 -0.952 -0.08 0.03 0.59
```
Positions in Å, forces in eV/Å.

Löwdin atomic charge list, values in e, 4 entries:
1. C -0.118
2. C -0.011
3. C -0.307
4. C -0.006


3.
The following is a DFT calculation (wB97M-V/def2-TZVPD) of a cluster of 5 separate species, C16H44N2O18P4 in total.

As for the total energy: -3464.98573 a.u. For the energy above the lowest of the compared OMol25 structures with the same formula, charge and spin, the calculation gives 0.0 kcal/mol. The SMILES is CC(C)=NOC(N)=O.COP(=O)(OC)OC.COP(=O)(OC)OC.COP(=O)(OC)OC.COP(=O)(OC)OC. Its LUMO energy is -2.53 eV. The HOMO-LUMO gap is 0.237 Ha. Its net charge is 0.

Geometry as XYZ:
```
84
Properties=species:S:1:pos:R:3:forces:R:3
C -5.195 0.484 5.352 -0.15 -2.07 -0.28
C -4.211 0.091 4.239 0.57 -0.21 1.19
C -2.724 0.018 4.598 0.37 1.92 -1.19
N -4.739 -0.190 3.088 -2.42 1.79 1.10
O -4.222 0.601 2.023 1.95 -0.60 -0.72
C -4.089 1.939 2.370 1.96 0.05 0.38
N -2.755 2.421 2.358 -0.22 -1.99 0.08
O -4.978 2.647 2.646 -2.10 0.85 0.44
H -4.743 0.438 6.356 -0.24 0.11 -0.42
H -6.033 -0.246 5.279 0.28 0.49 0.26
H -5.646 1.468 5.124 0.57 -0.36 -0.03
H -2.380 0.963 5.071 -0.15 -0.56 0.02
H -2.488 -0.813 5.282 -0.55 0.23 -0.26
H -2.119 -0.085 3.675 -0.29 -0.28 0.55
H -2.559 2.913 3.227 -0.15 0.36 -0.35
H -2.167 1.588 2.331 0.28 0.51 -0.18
C -2.859 -0.691 -0.005 0.04 -0.04 0.01
O -1.634 -0.278 -0.638 -1.99 -1.27 -3.00
P -0.700 -1.511 -1.330 7.05 1.27 5.70
O -0.286 -2.046 0.032 -1.22 -0.62 -0.32
O 0.338 -0.388 -1.893 -0.27 -0.30 -0.46
C 0.839 0.611 -1.012 -0.23 0.56 0.10
O 0.139 -2.702 -2.177 -3.22 0.21 -2.31
C 1.455 -3.011 -1.747 0.45 -0.03 0.30
H -3.497 0.175 0.095 0.10 0.01 -0.23
H -3.374 -1.441 -0.605 -0.06 0.00 0.11
H -2.645 -1.091 0.985 0.07 -0.08 -0.09
H 0.892 0.250 0.018 -0.10 -0.12 -0.06
H 0.208 1.499 -1.058 0.04 -0.01 0.08
H 1.842 0.881 -1.341 -0.03 -0.13 -0.15
H 1.431 -3.575 -0.817 -0.07 0.16 0.06
H 2.057 -2.109 -1.627 -0.07 0.01 0.05
H 1.910 -3.635 -2.517 -0.23 0.09 -0.16
C -0.302 -7.467 -2.750 -0.20 0.22 -0.35
O -0.116 -6.985 -1.411 1.85 -3.06 0.23
P -0.686 -7.990 -0.178 -5.63 4.98 3.39
O -2.156 -7.777 -0.451 0.86 -0.96 -0.67
O -0.099 -6.975 0.944 0.18 -0.65 -0.01
C -0.481 -5.602 0.909 0.25 0.51 -0.26
O -0.821 -9.216 0.954 2.92 -0.95 -2.30
C -1.804 -9.059 1.965 -0.57 0.16 0.27
H 0.374 -6.920 -3.406 0.05 0.01 0.13
H -0.077 -8.530 -2.819 -0.02 0.03 -0.14
H -1.329 -7.285 -3.067 -0.02 -0.09 0.10
H -1.475 -5.467 0.479 0.05 -0.15 -0.07
H 0.246 -5.031 0.334 -0.12 0.06 0.00
H -0.489 -5.224 1.930 0.08 -0.19 0.04
H -2.801 -9.213 1.555 0.05 0.15 -0.10
H -1.736 -8.080 2.439 0.01 0.01 -0.11
H -1.619 -9.826 2.718 0.24 -0.02 -0.16
C 4.442 2.794 -8.191 0.17 0.42 -0.08
O 4.786 1.870 -7.148 -2.19 -2.09 -1.90
P 3.496 1.282 -6.229 2.00 2.81 7.44
O 3.205 2.574 -5.502 -0.44 -0.36 -1.29
O 4.503 0.309 -5.405 -0.44 -0.25 -0.32
C 5.640 0.868 -4.756 0.51 0.09 -0.19
O 2.171 0.402 -5.715 0.57 -0.75 -3.79
C 1.834 0.482 -4.336 -0.13 0.23 0.53
H 5.272 2.838 -8.895 0.01 -0.13 0.07
H 3.547 2.472 -8.721 0.04 0.11 -0.09
H 4.284 3.785 -7.767 -0.10 -0.07 0.06
H 5.462 1.900 -4.450 -0.10 -0.02 -0.11
H 6.505 0.824 -5.419 0.00 0.07 0.04
H 5.851 0.270 -3.870 -0.15 -0.10 -0.06
H 1.387 1.449 -4.108 0.17 0.06 -0.06
H 2.705 0.308 -3.702 0.03 0.06 -0.09
H 1.097 -0.291 -4.132 0.11 -0.09 -0.31
C -0.825 5.038 1.094 -0.44 -0.19 0.07
O -0.261 6.210 1.702 2.86 -0.95 -2.03
P 1.143 5.961 2.603 -2.65 2.41 7.39
O 0.481 5.223 3.745 0.43 -0.60 -1.22
O 1.276 7.555 2.877 0.46 -0.31 -0.27
C 0.181 8.261 3.452 -0.44 0.27 -0.24
O 2.737 5.719 3.044 -0.21 -0.49 -3.81
C 3.069 5.906 4.411 -0.05 -0.02 0.65
H -1.501 5.352 0.300 0.10 0.11 0.03
H -0.046 4.409 0.666 -0.13 -0.07 -0.07
H -1.389 4.476 1.836 0.13 0.03 -0.06
H -0.419 7.617 4.097 0.07 -0.10 -0.09
H -0.447 8.678 2.664 -0.04 -0.04 0.06
H 0.582 9.080 4.047 0.17 -0.07 -0.06
H 2.689 5.082 5.013 -0.16 0.07 -0.06
H 2.688 6.856 4.787 -0.08 -0.05 -0.06
H 4.157 5.913 4.482 -0.03 0.01 -0.29
```
Positions in Å, forces in eV/Å.

Löwdin atomic charge list, values in e, 4 entries:
1. C -0.024
2. C -0.360
3. C -0.032
4. N 0.110


4.
The following is a DFT calculation (wB97M-V/def2-TZVPD) of a structure of composition C5H10NO2.

Its multiplicity is 2. As for the total energy: -401.39573 a.u. For the energy above the lowest of the compared OMol25 structures with the same formula, charge and spin, the calculation gives 188.1 kcal/mol. The expectation value of S² is 0.7657. Its LUMO energy (alpha / beta) is -1.95 / -2.33 eV. The HOMO-LUMO gap (alpha / beta) is 0.224 / 0.203 Ha. Its net charge is 0.

Geometry as XYZ:
```
18
Properties=species:S:1:pos:R:3:forces:R:3
O 0.828 1.632 1.882 -0.89 -1.09 -1.33
C -0.248 1.105 1.315 -0.95 2.10 -0.40
N -0.654 -0.255 1.749 0.02 -2.05 -1.75
C 0.470 -1.271 1.616 -0.92 0.19 0.72
O 0.089 -2.464 1.001 0.82 2.16 0.64
C -0.131 1.125 -0.274 3.85 -1.82 3.61
C -0.028 -0.185 -0.871 2.92 4.31 -4.07
C 0.057 -0.038 -2.413 4.45 -1.68 -0.49
H -1.396 -0.707 1.139 0.53 1.03 1.14
H 1.308 -0.698 1.063 -0.51 -1.04 0.88
H 0.779 -1.442 2.660 0.53 -0.21 -0.39
H -1.201 1.796 1.320 0.69 -0.98 1.06
H 0.331 2.103 -0.541 -1.14 -0.64 -1.19
H -1.083 0.543 -0.487 -2.80 -0.64 -0.49
H 0.430 -1.120 -0.544 -1.76 0.01 0.83
H 0.851 0.676 -2.941 -1.45 -0.88 2.01
H 0.428 -1.020 -2.827 -0.90 0.78 0.26
H -0.829 0.220 -2.850 -2.50 0.45 -1.05
```
Positions in Å, forces in eV/Å.

Löwdin atomic charge list, values in e, 4 entries:
1. O -0.147
2. C -0.630
3. N 0.021
4. C -0.334


5.
The following is a DFT calculation (wB97M-V/def2-TZVPD) of a cluster of 3 separate species, H6O3 in total.

Its multiplicity is 2. As for the total energy: -228.88532 a.u. For the energy above the lowest of the compared OMol25 structures with the same formula, charge and spin, the calculation gives 16.2 kcal/mol. The expectation value of S² is 0.7558. Its LUMO energy (alpha / beta) is -4.11 / -12.09 eV. The HOMO-LUMO gap (alpha / beta) is 0.415 / 0.109 Ha. Its net charge is +1.

Geometry as XYZ:
```
9
Properties=species:S:1:pos:R:3:forces:R:3
O -11.106 20.621 -5.827 0.59 0.61 0.93
H -10.418 20.093 -6.234 0.52 -0.40 -0.42
H -11.912 20.342 -6.262 -1.02 -0.05 -0.37
O -13.556 21.002 -8.190 0.45 -0.22 0.35
H -13.739 21.915 -8.412 0.01 0.35 -0.10
H -14.411 20.573 -8.215 -0.30 -0.21 -0.04
O -9.984 21.505 -3.284 0.49 1.25 -0.13
H -10.262 20.886 -3.960 -0.42 -0.98 -1.71
H -10.279 21.112 -2.463 -0.33 -0.35 1.50
```
Positions in Å, forces in eV/Å.

Löwdin atomic charge list, values in e, 4 entries:
1. O 0.116
2. H 0.096
3. H 0.072
4. O -0.023


6.
The following is a DFT calculation (wB97M-V/def2-TZVPD) of a cluster of 3 separate species, C24H38Cl2N5O4 in total.

As for the total energy: -2432.31003 a.u. For the energy above the lowest of the compared OMol25 structures with the same formula, charge and spin, the calculation gives 0.0 kcal/mol. Its LUMO energy is -4.14 eV. The HOMO-LUMO gap is 0.263 Ha. Its net charge is +1.

Geometry as XYZ:
```
73
Properties=species:S:1:pos:R:3:forces:R:3
C -6.077 2.419 -2.665 -0.07 -0.26 -0.14
C -6.886 1.292 -1.994 0.02 0.30 -0.10
C -6.308 0.876 -0.643 0.19 0.02 -0.25
Cl -7.486 -0.128 0.243 -0.06 -0.03 0.13
C -5.010 0.127 -0.803 -0.06 -0.13 0.04
C -5.009 -1.229 -1.212 -0.28 0.10 -0.03
C -3.847 -1.897 -1.403 0.10 -0.13 -0.05
C -2.610 -1.238 -1.209 0.14 0.23 0.02
C -1.392 -1.901 -1.427 0.23 -0.04 0.06
N -1.308 -3.262 -1.788 -0.07 0.11 -0.03
N -0.229 -1.254 -1.275 0.04 0.00 -0.12
C 1.044 -1.991 -1.506 -0.04 -0.45 0.09
C 1.311 -2.360 -2.961 0.09 0.21 -0.23
C 1.429 -1.220 -3.955 0.14 -0.21 -0.11
Cl 2.850 -3.268 -2.916 0.09 -0.08 -0.02
C -0.191 0.066 -0.833 0.23 0.20 0.01
N 1.049 0.686 -0.556 0.42 -1.24 0.02
C 1.943 1.040 -1.662 -0.08 0.65 -0.04
C 1.720 0.259 0.616 0.20 0.40 0.17
C 0.933 -0.493 1.650 -0.03 0.37 0.19
O 2.881 0.559 0.773 -0.22 -0.08 -0.30
C -1.336 0.745 -0.566 -0.62 0.24 -0.04
C -1.248 2.144 -0.022 0.44 -0.16 0.33
C -0.863 3.205 -1.049 -0.16 -0.02 -0.30
O -2.036 3.808 -1.587 0.00 -0.12 0.04
C -2.594 0.110 -0.786 0.12 0.00 -0.11
C -3.824 0.768 -0.588 -0.11 0.04 0.06
H -5.799 2.137 -3.678 0.05 0.02 -0.05
H -5.157 2.648 -2.131 0.04 0.08 0.05
H -6.669 3.325 -2.741 0.04 0.12 0.09
H -7.903 1.634 -1.821 -0.09 -0.08 0.02
H -6.945 0.425 -2.650 -0.06 -0.13 0.06
H -6.122 1.766 -0.046 -0.11 0.00 0.13
H -5.955 -1.729 -1.359 -0.05 -0.05 0.00
H -3.858 -2.934 -1.703 -0.07 -0.05 -0.02
H -1.894 -3.454 -2.592 0.01 -0.08 -0.02
H -1.634 -3.850 -1.027 0.06 -0.07 0.01
H 1.871 -1.421 -1.111 -0.04 0.17 0.03
H 0.997 -2.915 -0.938 -0.07 0.00 0.07
H 0.570 -3.067 -3.308 -0.13 -0.11 0.10
H 1.471 -1.640 -4.957 -0.05 0.00 -0.07
H 0.570 -0.550 -3.907 -0.04 0.05 0.05
H 2.354 -0.669 -3.809 -0.08 0.13 0.04
H 2.638 0.245 -1.921 0.00 -0.05 0.07
H 2.537 1.904 -1.378 0.01 0.05 0.10
H 1.351 1.311 -2.533 -0.04 -0.08 -0.01
H 0.370 -1.334 1.257 0.01 -0.13 -0.03
H 1.617 -0.800 2.434 -0.01 -0.10 0.04
H 0.227 0.194 2.122 -0.09 -0.02 0.01
H -0.503 2.136 0.772 0.03 0.05 0.01
H -2.180 2.435 0.447 -0.08 0.11 0.02
H -0.244 3.968 -0.581 -0.11 0.14 0.08
H -0.269 2.763 -1.851 0.06 0.00 0.04
H -2.094 3.615 -2.524 0.00 0.09 -0.06
H -3.850 1.795 -0.264 0.10 0.10 -0.01
O 1.867 -0.063 4.767 0.04 -0.04 -0.15
C 2.955 -0.006 5.327 0.02 0.04 0.00
N 3.537 -1.101 5.864 -0.15 -0.07 0.07
C 3.719 1.286 5.466 0.08 -0.08 0.10
H 4.438 -1.074 6.304 0.09 0.05 -0.15
H 3.051 -1.977 5.791 0.01 -0.01 0.03
H 3.100 2.000 6.009 -0.04 0.02 -0.06
H 3.925 1.680 4.473 -0.04 0.03 -0.01
H 4.663 1.156 5.990 0.02 0.01 -0.04
O 6.341 -0.452 4.186 0.02 0.04 0.13
C 6.418 -0.697 2.997 -0.05 -0.02 -0.01
N 7.582 -0.569 2.311 0.02 0.02 0.07
C 5.216 -1.154 2.208 0.16 -0.07 -0.09
H 7.660 -0.767 1.332 -0.04 -0.02 -0.01
H 8.397 -0.264 2.816 0.01 0.00 -0.01
H 4.444 -0.393 2.277 -0.05 0.00 0.02
H 4.845 -2.076 2.654 -0.03 0.02 0.03
H 5.439 -1.332 1.156 -0.02 0.00 0.00
```
Positions in Å, forces in eV/Å.

Löwdin atomic charge list, values in e, 4 entries:
1. C -0.070
2. C -0.254
3. C -0.653
4. Cl 0.682